1.
Density functional theory data (wB97M-V/def2-TZVPD) for the ion C2H8N3S with charge +1 at a distorted geometry.

HOMO energy   -13.06 eV
Total charge   +1
Frontier orbital gap   9.456 eV
2S+1   1

```
14
C2H8N3S | OMol25 | wB97M-V/def2-TZVPD
N -1.94068 -0.61304 -0.63283
N -1.47235 -0.25002 0.60280
C -0.13125 -0.17601 0.66243
S 0.80443 -1.53119 -0.28974
C 0.71567 0.27585 -0.54987
N 1.93468 0.88430 0.00216
H -2.28865 -1.55098 -0.72727
H -2.78449 -0.10728 -0.91688
H -1.97463 -0.92625 1.35062
H 0.18727 0.05913 1.71430
H 0.14125 0.80894 -1.47385
H 1.84128 1.68071 0.64477
H 2.50126 1.32524 -0.80285
H 2.46622 0.12059 0.41621
```

The computed Löwdin charges, all in e, follow: number 1, N, carries -0.0343; number 2, N, carries -0.1681; number 3, C, carries -0.5341; number 4, S, carries 0.8780; number 5, C, carries -0.5314; number 6, N, carries 0.1269; number 7, H, carries 0.0899; number 8, H, carries 0.1084; number 9, H, carries 0.2119; number 10, H, carries 0.1464; number 11, H, carries 0.1944; number 12, H, carries 0.1756; number 13, H, carries 0.2113; number 14, H, carries 0.1250

---

2.
Density functional theory data (wB97M-V/def2-TZVPD) for a cluster of 2 separate species, C2H8N3S2 in total at a distorted geometry.

HOMO energy   -13.51 eV
Total charge   +1
Frontier orbital gap   9.664 eV
2S+1   1

```
15
C2H8N3S2 | OMol25 | wB97M-V/def2-TZVPD
C 1.03608 -1.04434 -0.14962
C -1.03431 1.36184 0.20799
N 2.13550 -1.63972 -0.75055
N 0.85240 0.24629 -0.08538
N -1.74866 0.75831 -0.69251
S -0.27817 -2.16820 0.32415
S -1.33409 1.22574 1.93497
H -0.62810 2.34364 -0.11795
H 2.78737 -1.28304 -1.44130
H 2.19623 -2.66268 -0.71533
H 1.79493 0.67467 -0.10669
H -0.83604 -1.31907 1.24846
H -2.06108 -0.19040 -0.48726
H -2.06433 1.25157 -1.51286
H -0.81772 2.44537 2.34387
```

The computed Löwdin charges, all in e, follow: number 1, C, carries -0.7782; number 2, C, carries -0.5699; number 3, N, carries 0.0858; number 4, N, carries 0.0182; number 5, N, carries 0.0820; number 6, S, carries 0.8427; number 7, S, carries 0.8453; number 8, H, carries 0.1206; number 9, H, carries 0.1200; number 10, H, carries 0.0993; number 11, H, carries 0.1029; number 12, H, carries -0.1472; number 13, H, carries 0.0937; number 14, H, carries 0.1433; number 15, H, carries -0.0585

---

3.
Density functional theory data (wB97M-V/def2-TZVPD) for a cluster of 2 separate species, C2H8N4 in total at a distorted geometry.

HOMO energy   -8.14 eV
Total charge   0
Frontier orbital gap   9.053 eV
2S+1   1

```
14
C2H8N4 | OMol25 | wB97M-V/def2-TZVPD
H -0.18016 1.44481 -2.86202
N -0.33839 0.85653 -2.00762
C -1.62477 0.78345 -1.80112
N -2.55436 1.75802 -1.51174
H -2.18614 -0.16993 -2.06766
H -2.35136 2.76477 -1.53440
H -3.49447 1.43238 -1.28161
H 1.27564 -1.90485 3.57746
N 1.17116 -1.04400 3.07382
C 1.34820 -0.99244 1.84625
N 2.60501 -1.21109 1.30572
H 0.48588 -0.72688 1.09484
H 2.61395 -1.36295 0.18130
H 3.22984 -1.62782 1.98679
```

The computed Löwdin charges, all in e, follow: number 1, H, carries 0.0454; number 2, N, carries -0.0240; number 3, C, carries -0.4068; number 4, N, carries 0.0758; number 5, H, carries 0.1176; number 6, H, carries 0.1075; number 7, H, carries 0.0910; number 8, H, carries 0.0311; number 9, N, carries 0.0162; number 10, C, carries -0.4474; number 11, N, carries 0.0338; number 12, H, carries 0.1255; number 13, H, carries 0.1554; number 14, H, carries 0.0790

---

4.
Density functional theory data (wB97M-V/def2-TZVPD) for a cluster of 2 separate species, C2H8N4 in total at a distorted geometry.

HOMO energy   -8.64 eV
Total charge   0
Frontier orbital gap   9.468 eV
2S+1   1

```
14
C2H8N4 | OMol25 | wB97M-V/def2-TZVPD
N 0.60541 1.38744 1.37344
C 0.12311 0.23000 1.18267
N -1.16736 0.13604 0.64518
N 0.74614 -0.99287 1.31155
H 1.59505 1.38875 1.60007
H -1.64938 1.02067 0.66331
H -1.70114 -0.67370 0.92775
H 1.75468 -0.98626 1.32202
H 0.33267 -1.74703 0.76304
C -0.06689 0.44733 -2.04593
N -0.75623 -0.54049 -1.65197
H 1.01758 0.46933 -2.20329
H -0.57982 1.39254 -2.16805
H -0.25383 -1.53173 -1.71979
```

The computed Löwdin charges, all in e, follow: number 1, N, carries 0.0917; number 2, C, carries -0.6561; number 3, N, carries 0.0628; number 4, N, carries 0.1106; number 5, H, carries 0.0270; number 6, H, carries 0.0949; number 7, H, carries 0.0904; number 8, H, carries 0.0894; number 9, H, carries 0.0813; number 10, C, carries -0.1708; number 11, N, carries -0.0316; number 12, H, carries 0.0613; number 13, H, carries 0.0561; number 14, H, carries 0.0930

---

5.
Density functional theory data (wB97M-V/def2-TZVPD) for an isolated molecule of C2H8N4 at a distorted geometry.

HOMO energy   -8.76 eV
Total charge   0
Frontier orbital gap   9.898 eV
2S+1   1

```
14
C2H8N4 | OMol25 | wB97M-V/def2-TZVPD
H -1.69867 2.38491 0.87967
N -1.54686 1.36882 0.77979
N -0.37939 1.07915 1.07757
C 0.01240 -0.35267 0.75566
N -1.00660 -1.19766 0.21360
C 1.19995 -0.16264 -0.19435
N 0.76558 0.18517 -1.53366
H 0.38444 -0.75571 1.70490
H -1.43489 -0.72893 -0.57954
H -1.74177 -1.34870 0.89592
H 1.81901 -1.07020 -0.14345
H 1.72204 0.72809 0.22397
H 1.55369 0.49145 -2.09149
H 0.35107 -0.62107 -1.98860
```

The computed Löwdin charges, all in e, follow: number 1, H, carries 0.0589; number 2, N, carries 0.0515; number 3, N, carries -0.0389; number 4, C, carries -0.4410; number 5, N, carries 0.0392; number 6, C, carries -0.2749; number 7, N, carries -0.0048; number 8, H, carries 0.1332; number 9, H, carries 0.0581; number 10, H, carries 0.0700; number 11, H, carries 0.1077; number 12, H, carries 0.1116; number 13, H, carries 0.0668; number 14, H, carries 0.0625

---

6.
Density functional theory data (wB97M-V/def2-TZVPD) for a cluster of 2 separate species, C2H8N4 in total at a distorted geometry.

HOMO energy   -7.37 eV
Total charge   0
Frontier orbital gap   8.381 eV
2S+1   1

```
14
C2H8N4 | OMol25 | wB97M-V/def2-TZVPD
C -2.08325 -1.52995 0.61503
C -0.90730 -0.94825 0.71571
N 1.45084 1.57455 0.45331
N 1.45930 0.06284 -1.28811
N -0.61758 0.82200 -0.53125
N 0.65718 1.03837 -0.61579
H -2.36696 -2.29583 1.24240
H -2.87567 -1.25637 -0.10974
H -0.14542 -0.96884 1.39593
H 1.23115 2.56023 0.63012
H 1.20703 1.04736 1.27967
H 1.33788 -0.86855 -1.04035
H 2.42142 0.32416 -1.28867
H -0.76862 0.43828 -1.45828
```

The computed Löwdin charges, all in e, follow: number 1, C, carries -0.0917; number 2, C, carries -0.0246; number 3, N, carries 0.0593; number 4, N, carries 0.0605; number 5, N, carries 0.0752; number 6, N, carries -0.4353; number 7, H, carries 0.0072; number 8, H, carries 0.0584; number 9, H, carries -0.0070; number 10, H, carries 0.0828; number 11, H, carries 0.0548; number 12, H, carries 0.0309; number 13, H, carries 0.0635; number 14, H, carries 0.0660

---

7.
Density functional theory data (wB97M-V/def2-TZVPD) for an isolated molecule of C2H8N4O at a distorted geometry.

HOMO energy (alpha / beta)   -6.72 / -5.70 eV
Total charge   0
Frontier orbital gap (alpha / beta)   7.598 / 6.309 eV
2S+1   1

```
15
C2H8N4O | OMol25 | wB97M-V/def2-TZVPD
C 1.24731 0.37452 0.73191
N -0.21196 -0.76437 -0.66631
N 0.12954 -2.09174 -0.34589
N -1.90444 1.23986 -0.73163
C -1.25003 0.93771 0.45410
O 2.33128 -0.19812 0.14743
N -0.41602 -0.07547 0.51185
H 2.32942 0.02145 -0.79250
H 0.91657 -2.21610 0.29253
H 0.37011 -2.57090 -1.20694
H -2.78998 1.71066 -0.61909
H -1.92370 0.42715 -1.34582
H 1.17677 1.44301 0.51609
H 1.28787 0.11918 1.78541
H -1.29275 1.64318 1.26886
```

The computed Löwdin charges, all in e, follow: number 1, C, carries -0.1534; number 2, N, carries -0.1567; number 3, N, carries -0.0390; number 4, N, carries 0.0773; number 5, C, carries -0.2735; number 6, O, carries -0.0210; number 7, N, carries -0.1367; number 8, H, carries 0.1083; number 9, H, carries 0.0568; number 10, H, carries 0.0603; number 11, H, carries 0.0797; number 12, H, carries 0.0643; number 13, H, carries 0.1123; number 14, H, carries 0.1104; number 15, H, carries 0.1110

---

8.
Density functional theory data (wB97M-V/def2-TZVPD) for a cluster of 3 separate species, C2H8N4O in total at a distorted geometry.

HOMO energy (alpha / beta)   -7.28 / -9.17 eV
Total charge   0
Frontier orbital gap (alpha / beta)   6.298 / 9.625 eV
2S+1   1

```
15
C2H8N4O | OMol25 | wB97M-V/def2-TZVPD
C -1.79356 -1.76098 1.09433
N 1.85790 1.40163 -0.17413
C 0.53943 -0.30071 -0.22680
N 1.17373 2.53623 -0.33485
N 0.21739 -0.33592 -1.52188
O -0.79242 -1.87393 0.14748
N 0.74212 -0.00891 0.91764
H 2.41747 1.46274 0.67919
H 0.49783 2.83307 0.36489
H 0.84713 2.70358 -1.27937
H 1.00899 -0.26809 -2.14699
H -0.41011 -1.15018 -1.61135
H -2.58586 -2.50597 0.88667
H -2.29165 -0.77426 1.09008
H -1.42838 -1.95830 2.11510
```

The computed Löwdin charges, all in e, follow: number 1, C, carries -0.2522; number 2, N, carries -0.0594; number 3, C, carries -0.4035; number 4, N, carries -0.0378; number 5, N, carries 0.1264; number 6, O, carries -0.2607; number 7, N, carries 0.2055; number 8, H, carries 0.0696; number 9, H, carries 0.1005; number 10, H, carries 0.0867; number 11, H, carries 0.1052; number 12, H, carries 0.1052; number 13, H, carries 0.0784; number 14, H, carries 0.0692; number 15, H, carries 0.0669

---

9.
Density functional theory data (wB97M-V/def2-TZVPD) for a cluster of 3 separate species, C2H8N4O in total at a distorted geometry.

HOMO energy (alpha / beta)   -8.41 / -8.79 eV
Total charge   0
Frontier orbital gap (alpha / beta)   8.114 / 9.013 eV
2S+1   1

```
15
C2H8N4O | OMol25 | wB97M-V/def2-TZVPD
C -0.22153 1.53725 0.68467
N -0.07187 0.29746 -0.06544
C -0.54129 -0.83164 0.26114
N 2.58499 -0.43577 -0.81554
N -2.45815 -0.06939 -0.05561
O 1.85806 -0.28151 0.27148
N -0.55550 -2.04317 0.43298
H 2.38240 -1.26932 -1.36413
H 2.71518 0.40716 -1.37128
H -2.47821 0.58134 -0.84230
H -2.78794 -0.95781 -0.43733
H 0.30636 -2.49378 0.71485
H -0.90839 1.43616 1.52346
H 0.76717 1.81325 1.05127
H -0.59130 2.30976 0.01180
```

The computed Löwdin charges, all in e, follow: number 1, C, carries -0.0944; number 2, N, carries -0.0158; number 3, C, carries -0.3956; number 4, N, carries -0.0220; number 5, N, carries 0.0557; number 6, O, carries -0.1671; number 7, N, carries 0.1487; number 8, H, carries 0.0977; number 9, H, carries 0.0995; number 10, H, carries -0.0023; number 11, H, carries -0.0037; number 12, H, carries 0.0686; number 13, H, carries 0.0780; number 14, H, carries 0.0773; number 15, H, carries 0.0753

---

10.
Density functional theory data (wB97M-V/def2-TZVPD) for a cluster of 2 separate species, C2H8N4O2 in total.

HOMO energy   -9.36 eV
Total charge   0
Frontier orbital gap   9.911 eV
2S+1   1

```
16
C2H8N4O2 | OMol25 | wB97M-V/def2-TZVPD
N -0.75872 0.52124 0.50723
C -1.86835 0.30632 -0.08808
N -2.69607 1.25270 -0.62765
N -2.35271 -0.98518 -0.16609
H -0.57885 1.51600 0.59596
H -2.34533 2.18448 -0.73522
H -3.46716 0.98016 -1.20602
H -2.91216 -1.24680 -0.95836
H -1.67909 -1.67773 0.10927
N 1.90731 -0.81934 0.46000
C 2.86763 0.16988 0.44452
O 2.66301 1.33903 0.59241
O 4.14449 -0.30053 0.33034
H 1.99931 -1.54923 -0.22838
H 0.95755 -0.43541 0.50300
H 4.11916 -1.25558 0.46707
```

The computed Löwdin charges, all in e, follow: number 1, N, carries 0.0902; number 2, C, carries -0.6194; number 3, N, carries 0.1275; number 4, N, carries 0.1133; number 5, H, carries 0.0557; number 6, H, carries 0.0960; number 7, H, carries 0.0879; number 8, H, carries 0.0843; number 9, H, carries 0.0882; number 10, N, carries 0.1384; number 11, C, carries -0.6631; number 12, O, carries 0.0898; number 13, O, carries 0.0847; number 14, H, carries 0.0924; number 15, H, carries 0.0343; number 16, H, carries 0.0998